No. 1
{"formula": "AsF6H28O14", "method": "wB97M-V/def2-TZVPD", "total_charge": -1, "relative_energy_ev": 0.956, "lumo_energy_ha": 0.0832, "molar_mass_g_mol": 441.1, "species": ["As", "F", "F", "F", "F", "F", "F", "O", "H", "H", "O", "H", "H", "O", "H", "H", "O", "H", "H", "O", "H", "H", "O", "H", "H", "O", "H", "H", "O", "H", "H", "O", "H", "H", "O", "H", "H", "O", "H", "H", "O", "H", "H", "O", "H", "H", "O", "H", "H"], "coordinates": [[0.21830, -0.01562, -0.14696], [-1.35655, -0.33968, -0.87197], [1.04724, 0.10913, -1.68614], [1.78693, 0.34723, 0.56943], [-0.49317, 0.02182, 1.48285], [0.58615, -1.71541, -0.04725], [-0.11700, 1.76098, -0.15541], [1.11274, 0.85947, 3.35131], [0.41244, 1.13707, 3.94822], [0.64264, 0.44947, 2.59669], [-3.29147, 1.67656, -0.22902], [-3.62461, 2.30737, -0.87549], [-2.90782, 0.96780, -0.75985], [-3.63027, -1.88270, -1.67069], [-3.62886, -1.98898, -0.71184], [-2.89998, -2.43385, -1.97433], [-1.45181, 3.62223, -1.98788], [-1.54602, 4.27383, -1.28484], [-0.68279, 3.09970, -1.73171], [-2.62092, 0.18148, -3.40617], [-2.93650, -0.37572, -2.67862], [-1.96851, -0.36135, -3.85640], [3.25079, -1.88217, -2.20007], [3.22503, -2.83254, -2.05136], [3.93563, -1.55943, -1.60236], [-1.98771, 2.36321, 2.09465], [-2.48415, 2.16256, 1.28241], [-1.23765, 2.88779, 1.79468], [1.50060, -4.11656, 1.38817], [1.77109, -3.84401, 2.27224], [1.64552, -3.33238, 0.84148], [0.67844, 3.97787, 0.90880], [1.31060, 4.50930, 0.41671], [0.41667, 3.26353, 0.29636], [-2.82647, -1.47317, 2.55477], [-2.32735, -1.44539, 3.37659], [-2.32484, -0.91427, 1.94881], [2.15450, -0.79533, -4.43664], [1.21030, -0.95637, -4.36990], [2.49773, -0.97737, -3.53953], [-1.27427, -3.80308, 1.24053], [-0.30028, -3.74067, 1.29161], [-1.58374, -2.90829, 1.41897], [3.87374, 2.03563, 0.78823], [3.74456, 2.83538, 0.27155], [3.09900, 1.48426, 0.58489], [3.43016, -1.13499, 1.81383], [3.18533, -0.62703, 2.59672], [2.76662, -0.87730, 1.14396]]}

---

No. 2
{"formula": "B2Br2F8Mn", "method": "wB97M-V/def2-TZVPD", "total_charge": -2, "lumo_energy_ha": [0.2043, 0.2042], "spin_multiplicity": 6, "s_squared": 8.75, "molar_mass_g_mol": 388.4, "species": ["Mn", "Br", "Br", "B", "F", "F", "F", "F", "B", "F", "F", "F", "F"], "coordinates": [[0.98577, 0.48334, 0.47734], [2.78672, 1.04732, -1.17826], [-0.11930, 2.76419, 0.92686], [0.90043, -1.33698, 1.93499], [-0.34997, -0.72180, 1.75042], [1.86577, -0.33928, 2.29233], [0.86323, -2.36688, 2.82643], [1.33387, -1.63981, 0.59562], [-1.66784, 0.41842, -1.94120], [-2.74100, 0.88155, -1.15964], [-1.22190, 1.49159, -2.73551], [-0.59995, -0.00799, -1.06725], [-2.03583, -0.67366, -2.72213]]}

---

No. 3
{"formula": "B2CuH16O4", "method": "wB97M-V/def2-TZVPD", "relative_energy_ev": 0.848, "lumo_energy_ha": [-0.0212, -0.0659], "spin_multiplicity": 2, "s_squared": 0.75, "molar_mass_g_mol": 165.3, "species": ["Cu", "B", "H", "H", "H", "H", "B", "H", "H", "H", "H", "O", "H", "H", "O", "H", "H", "O", "H", "H", "O", "H", "H"], "coordinates": [[30.59544, -3.88042, 6.20334], [32.61345, -2.86332, 6.83982], [33.38194, -2.27035, 7.47337], [32.00713, -3.51599, 7.57111], [31.92920, -2.12049, 6.24693], [33.25747, -3.54052, 6.14740], [29.05725, -2.70839, 7.40691], [28.09084, -2.14029, 7.69338], [29.20920, -2.36214, 6.29568], [30.03767, -2.46440, 7.97959], [28.96574, -3.87298, 7.47646], [30.82486, -5.67110, 7.68355], [31.15329, -5.84901, 8.57370], [30.97519, -6.48522, 7.18721], [31.92031, -5.21981, 5.06398], [32.71204, -5.76560, 5.12850], [31.56826, -5.37663, 4.17716], [28.99513, -5.43859, 5.70178], [28.45579, -5.82105, 6.40593], [28.71718, -5.88108, 4.89030], [30.30270, -2.70544, 4.29682], [29.82926, -2.61770, 3.46096], [30.92702, -1.96411, 4.32280]]}

---

No. 4
{"formula": "B3H74Ni2O31", "method": "wB97M-V/def2-TZVPD", "total_charge": 1, "lumo_energy_ha": [-0.1220, -0.1226], "spin_multiplicity": 5, "s_squared": 6.01, "molar_mass_g_mol": 720.4, "species": ["Ni", "Ni", "B", "H", "H", "H", "H", "B", "H", "H", "H", "H", "B", "H", "H", "H", "H", "O", "H", "H", "O", "H", "H", "O", "H", "H", "O", "H", "H", "O", "H", "H", "O", "H", "H", "O", "H", "H", "O", "H", "H", "O", "H", "H", "O", "H", "H", "O", "H", "H", "O", "H", "H", "O", "H", "H", "O", "H", "H", "O", "H", "H", "O", "H", "H", "O", "H", "H", "O", "H", "H", "O", "H", "H", "O", "H", "H", "O", "H", "H", "O", "H", "H", "O", "H", "H", "O", "H", "H", "O", "H", "H", "O", "H", "H", "O", "H", "H", "O", "H", "H", "O", "H", "H", "O", "H", "H", "O", "H", "H"], "coordinates": [[1.48231, -0.62146, 3.78395], [0.55386, -0.50039, -2.13408], [1.13286, -0.38263, 5.92307], [1.03602, -0.23672, 6.98777], [1.72056, -1.27959, 5.80354], [0.25176, -0.40470, 5.30064], [1.74664, 0.38453, 5.47699], [-0.47410, -2.44325, -1.82760], [-0.69587, -3.48715, -1.98680], [-1.02743, -2.06892, -0.98029], [0.57918, -2.41354, -1.59526], [-0.67450, -1.88678, -2.73006], [0.27124, 0.38488, -0.18925], [0.73326, -0.58900, -0.23759], [-0.08552, 0.57256, 0.81162], [1.04856, 1.03803, -0.55451], [-0.55568, 0.41838, -0.88158], [-1.07739, 0.41415, -3.15423], [-1.95764, 0.78878, -3.18645], [-0.72885, 0.54406, -4.03620], [-1.64396, -1.65330, -5.79180], [-2.04326, -1.25436, -5.01873], [-0.98975, -2.25678, -5.43961], [-2.55071, 2.69899, 3.17723], [-1.69974, 3.13179, 3.24625], [-2.79144, 2.49734, 4.08145], [4.08465, 3.54653, 2.40635], [4.32617, 3.50788, 1.48093], [4.49406, 2.77286, 2.79374], [2.72815, -2.38106, 4.05619], [3.37385, -2.56901, 3.37503], [2.78806, -3.12500, 4.65550], [3.07900, 3.88491, -0.35983], [2.86212, 4.81526, -0.42021], [2.40649, 3.51849, 0.21436], [1.66886, 1.03249, -2.90565], [2.56730, 1.18860, -3.19663], [1.24785, 1.89066, -2.95575], [3.89271, -2.43984, 0.64809], [3.87781, -3.39458, 0.58109], [4.58841, -2.25435, 1.27882], [0.20468, 3.39564, -2.57576], [0.69589, 3.79582, -1.85827], [-0.67000, 3.24937, -2.21553], [-3.04114, -3.68376, -1.12292], [-3.26325, -3.10179, -0.39613], [-2.13480, -3.46368, -1.33822], [4.09681, 2.44293, -2.58631], [3.95176, 2.99714, -1.81947], [4.95298, 2.04267, -2.43467], [3.51682, 4.19006, -4.50905], [2.66598, 3.91483, -4.85045], [3.74611, 3.51872, -3.86642], [1.53197, -1.58901, -3.89370], [1.76033, -1.21979, -4.74679], [1.80841, -2.50391, -3.94640], [3.58560, 0.26691, 4.01076], [3.78256, 0.00653, 4.91056], [4.44140, 0.43814, 3.61768], [-1.71460, 3.99748, 0.43326], [-2.13850, 4.82537, 0.65940], [-2.17471, 3.69868, -0.35112], [0.79018, 1.33208, 3.24787], [1.07144, 1.80561, 2.46499], [0.19903, 1.93761, 3.69519], [-5.64560, -0.05495, -0.75259], [-4.73233, 0.17376, -0.57981], [-5.60695, -0.64513, -1.50521], [-3.56452, -2.03223, 0.87907], [-3.81874, -1.11178, 0.94528], [-3.44924, -2.31521, 1.78619], [-2.80948, 1.04583, -0.03440], [-1.98032, 0.57713, -0.12945], [-2.56360, 1.89781, 0.32605], [2.08916, -0.72348, 1.74990], [1.50450, -0.52206, 1.01926], [2.81033, -1.21166, 1.35263], [-2.63232, -1.18779, 4.19439], [-3.47103, -0.80084, 3.94324], [-2.86840, -1.95042, 4.72249], [-0.21791, 3.83352, 4.22872], [0.04426, 3.85857, 5.14898], [0.37705, 4.44376, 3.79300], [-4.59555, -1.77349, -2.59022], [-4.11264, -2.36911, -2.01729], [-4.89436, -2.32533, -3.31300], [-4.00644, 0.88539, -3.26762], [-4.21020, 0.06182, -2.82442], [-4.84716, 1.33876, -3.32998], [0.89219, 3.17766, 0.97754], [-0.02253, 3.45622, 0.93365], [0.88876, 2.28663, 0.62785], [-0.18785, -1.75202, 3.21171], [-0.29014, -2.41746, 2.53130], [-1.07652, -1.59803, 3.53231], [-1.41174, -4.11530, -4.44172], [-1.23795, -3.65494, -3.62069], [-1.53357, -5.02891, -4.18346], [2.59968, -1.20354, -1.48526], [3.34248, -1.06509, -2.07290], [2.96091, -1.70841, -0.75668], [-2.75381, 3.35503, -2.13797], [-3.08884, 4.07986, -2.66580], [-3.23195, 2.58787, -2.45275], [-0.57785, -3.60229, 1.26131], [-0.37706, -4.52551, 1.10775], [-0.64868, -3.22315, 0.38526], [0.23824, -5.85842, -0.34202], [0.63212, -5.44438, -1.10991], [0.87470, -6.52111, -0.07373]]}